Below is C2H6N4 as an isolated structure, with properties calculated with ωB97M-V/def2-TZVPD.

Last column: Mulliken charge in e.
Atoms and positions in Å:
N -0.04203 -0.95286 0.01520  -0.07
N 2.24853 -0.08751 -0.01940  -0.22
N -2.29926 0.02185 -0.02100  -0.18
N 0.13711 1.08906 -0.00220  -0.18
C 0.97274 0.03826 0.00610  0.45
C -1.03968 -0.05525 0.01185  0.45
H -2.81146 0.91087 -0.03009  0.32
H -0.04600 -1.97016 0.01341  0.25
H 2.71920 -0.99306 -0.00337  0.29
H 0.19031 2.08882 0.14001  0.28
H -2.89367 -0.81791 -0.04142  0.32
H 2.86419 0.72789 -0.06910  0.29

* total charge: +2
* gap between HOMO and LUMO: 0.4233 Eh

Below is a single HNO2S molecule, with properties calculated with ωB97M-V/def2-TZVPD.

Last column: Mulliken charge in e.
Atoms and positions in Å:
S -0.72847 -0.24496 -0.47903  0.60
O 0.15282 1.12229 -0.04583  -0.24
O -1.85044 -0.64781 0.30449  -0.41
N 0.75763 -0.16989 0.38107  -0.25
H 1.66846 -0.05963 -0.16070  0.30

* total charge: 0
* gap between HOMO and LUMO: 0.4071 Eh

Below is a single C16H30N4O3 molecule, with properties calculated with ωB97M-V/def2-TZVPD.

Last column: Mulliken charge in e.
Atoms and positions in Å:
O -3.21004 1.12701 0.76924  -0.63
O -0.55529 1.27749 0.56916  -0.60
O 4.73572 0.86394 0.93813  -0.68
N 2.67884 1.78479 0.90616  -0.03
N -5.43046 0.01572 -2.55807  -0.51
N -0.39570 -0.86465 -0.08184  0.06
N -3.36971 -0.75440 -0.47083  0.34
C -2.66089 0.24124 0.13919  0.39
C -2.88823 -1.69127 -1.48295  -0.83
C -2.78152 -3.12906 -0.97957  -1.28
C 1.62066 -2.25565 0.23150  -1.10
C 3.24608 0.03647 -0.75035  0.87
C -5.51625 0.35208 -1.13591  -0.57
C 2.95191 2.68840 2.02185  0.33
C 3.61736 0.92582 0.44720  0.07
C -4.82243 -0.69819 -0.27631  -0.98
C 3.13118 -2.18345 0.47902  -0.78
C 1.63016 3.08294 2.66419  -1.45
C 1.74805 -0.08911 -1.02779  -1.90
C 3.85622 -1.36359 -0.59035  -1.24
C -1.09862 0.26268 0.16857  0.33
C 3.75240 3.89983 1.55786  -1.44
C 1.05354 -0.84890 0.10503  0.45
H 3.96888 4.55898 2.39999  0.40
H -3.76800 -3.51838 -0.72545  0.41
H -6.10533 -0.70290 -2.79226  0.20
H -0.84966 -1.72174 -0.33040  0.10
H -5.22061 -1.69242 -0.49764  0.37
H 3.78094 -1.87899 -1.55344  0.45
H 1.60296 -0.64287 -1.96026  0.54
H -3.59853 -1.64607 -2.30838  0.33
H 4.69571 3.58351 1.11427  0.38
H 1.41484 -2.82447 -0.68318  0.40
H 1.80730 3.75423 3.50457  0.45
H 1.73428 1.75926 0.54929  0.21
H -2.16897 -3.22190 -0.08079  0.39
H 3.72588 0.52726 -1.60350  0.33
H 3.18560 4.46634 0.81568  0.31
H -5.01437 1.30526 -0.97337  0.40
H 3.31359 -1.73442 1.46006  0.37
H 3.54563 -3.19310 0.51774  0.40
H -5.65319 0.82007 -3.12959  0.22
H -5.02302 -0.48222 0.77233  0.44
H 1.12714 -2.77538 1.05764  0.46
H 3.55875 2.12868 2.73830  0.31
H 1.27651 0.88279 -1.17704  0.50
H -6.54569 0.46250 -0.77420  0.32
H -1.95017 -1.32853 -1.90065  0.65
H 1.08806 2.20849 3.02545  0.31
H -2.35904 -3.77133 -1.75339  0.36
H 0.98707 3.59859 1.94752  0.34
H 4.91384 -1.27551 -0.34808  0.45
H 1.23663 -0.32589 1.04565  0.41

* SMILES: CCN(CCN)C(=O)C(=O)N[C@H]1CCC[C@H](C(=O)NC(C)C)C1
* total charge: 0
* gap between HOMO and LUMO: 0.3605 Eh

Below is a single C2H3BrO molecule, with properties calculated with ωB97M-V/def2-TZVPD.

Last column: Mulliken charge in e.
Atoms and positions in Å:
Br -3.58735 0.01758 -0.02308  -0.14
O -0.97867 0.58696 -0.02030  -0.14
C -1.76830 -0.43464 0.06627  -0.15
C 0.29904 0.67815 -0.07133  -0.34
H 0.78146 1.63261 -0.01307  0.29
H -1.67278 -1.38426 -0.53781  0.26
H 1.12101 -0.17722 -0.16840  0.22

* total charge: 0
* gap between HOMO and LUMO (alpha / beta): 0.2959 / 0.3077 Eh

The M results, record by record, are as follows: 86.10; 79.08; 326.44; 122.95 g mol⁻¹.
The relative energy (zero: lowest compared OMol25 entry of this formula, charge and spin) results, record by record, are as follows: 19.08; 145.66; 54.63; 404.85 kJ/mol.
The DFT total energy results, record by record, are as follows: -8112.4794; -16433.0912; -29183.7106; -74208.2170 eV.